1.
The following is a DFT calculation (ωB97M-V/def2-TZVPD) of a cluster of 12 separate species, C51H71F15N7O6P in total in a non-equilibrium geometry.

Structure (ORCA input):
```
! RIJCOSX wB97M-V def2-TZVPD def2/J DEFGRID3
* xyz 0 1
C -1.868 -0.766 -3.095
C -1.861 -0.196 -1.636
C -1.117 -1.150 -0.631
N -1.031 -0.559 0.842
C -0.101 -1.561 1.556
C 0.656 -0.879 2.726
C 1.296 0.456 2.510
C 0.314 1.467 1.948
C -0.483 0.919 0.716
C -2.402 -0.438 1.574
H -2.618 -1.540 -3.259
H -1.079 -1.512 -3.191
H -1.810 -0.011 -3.879
H -2.875 -0.012 -1.280
H -1.445 0.811 -1.681
H -0.063 -1.299 -0.865
H -1.616 -2.110 -0.502
H 0.657 -2.000 0.907
H -0.584 -2.504 1.813
H 1.246 -1.564 3.333
H 0.020 -0.690 3.591
H 2.142 0.247 1.855
H 1.905 0.714 3.377
H 0.747 2.445 1.738
H -0.367 1.724 2.760
H 0.080 1.022 -0.212
H -1.336 1.583 0.577
H -2.975 0.396 1.168
H -2.205 -0.206 2.621
H -3.022 -1.326 1.455
P 3.951 -4.204 0.310
F 4.544 -2.739 0.713
F 3.879 -3.661 -1.284
F 5.505 -4.676 0.134
F 3.374 -5.769 -0.012
F 3.977 -4.670 1.892
F 2.429 -3.831 0.574
N -6.311 -0.188 2.866
C -5.811 0.946 2.271
C -6.436 1.077 1.046
C -7.390 0.024 0.955
C -7.227 -0.769 2.053
H -6.012 -0.474 3.788
H -4.975 1.495 2.678
H -6.342 1.906 0.359
H -8.077 -0.081 0.127
H -7.708 -1.707 2.287
N 1.954 1.854 -7.306
C 2.632 0.908 -6.607
C 1.712 0.261 -5.766
C 0.487 0.874 -5.983
C 0.600 1.892 -6.873
H 2.342 2.522 -7.957
H 3.710 0.851 -6.630
H 1.944 -0.587 -5.139
H -0.434 0.642 -5.469
H -0.123 2.606 -7.240
N -0.694 -5.097 -0.697
C 0.221 -4.569 -1.535
C -0.499 -4.111 -2.623
C -1.886 -4.236 -2.334
C -1.998 -4.963 -1.133
H -0.403 -5.605 0.126
H 1.293 -4.631 -1.416
H -0.161 -3.744 -3.581
H -2.710 -3.937 -2.965
H -2.897 -5.345 -0.673
N -0.392 -2.440 -7.588
C -0.846 -3.186 -6.460
C -1.561 -4.293 -6.857
C -1.498 -4.338 -8.244
C -0.703 -3.259 -8.632
H 0.082 -1.550 -7.543
H -0.709 -2.819 -5.454
H -2.051 -4.990 -6.193
H -1.987 -5.126 -8.798
H -0.423 -2.955 -9.629
N 2.903 -0.769 -0.838
C 3.537 0.300 -0.352
C 3.165 1.312 -1.245
C 2.330 0.752 -2.258
C 2.170 -0.538 -1.920
H 3.082 -1.697 -0.481
H 4.186 0.365 0.509
H 3.416 2.361 -1.187
H 1.874 1.220 -3.117
H 1.661 -1.333 -2.445
N -1.578 -3.624 4.159
C -2.771 -3.464 3.456
C -3.449 -2.477 4.182
C -2.730 -2.135 5.294
C -1.563 -2.830 5.254
H -0.844 -4.247 3.854
H -2.981 -3.920 2.500
H -4.419 -2.169 3.821
H -3.088 -1.325 5.913
H -0.666 -2.780 5.854
C -4.260 2.564 -4.887
C -4.593 2.305 -3.581
C -3.842 2.931 -2.575
C -2.661 3.560 -2.852
C -2.303 3.750 -4.148
C -3.033 3.195 -5.186
H -4.931 2.249 -5.673
H -5.329 1.549 -3.353
H -3.946 2.569 -1.563
H -2.030 3.939 -2.061
H -1.447 4.344 -4.433
H -2.668 3.175 -6.202
C -3.687 2.519 5.364
C -2.372 2.660 4.607
O -2.295 3.719 3.708
C -2.706 3.698 2.369
O -3.281 2.750 1.809
C -2.483 5.053 1.670
F -1.439 4.920 0.816
F -3.591 5.373 0.992
F -2.240 6.013 2.528
H -3.602 2.013 6.325
H -4.296 1.788 4.832
H -4.321 3.388 5.542
H -2.166 1.697 4.138
H -1.516 2.745 5.276
C 5.681 -3.176 4.493
C 5.511 -2.415 5.825
O 5.635 -0.979 5.682
C 4.574 -0.404 5.110
O 3.449 -0.919 4.927
C 4.821 0.980 4.606
F 4.813 1.067 3.201
F 3.914 1.875 5.127
F 6.031 1.527 4.952
H 6.537 -2.915 3.871
H 4.777 -3.148 3.884
H 5.808 -4.244 4.671
H 6.185 -2.783 6.599
H 4.558 -2.685 6.278
C 6.491 4.540 -0.411
C 6.448 4.737 1.094
O 5.155 4.217 1.556
C 4.060 5.110 1.713
O 4.141 6.337 1.463
C 2.888 4.482 2.446
F 2.989 3.173 2.617
F 2.717 5.143 3.608
F 1.795 4.749 1.693
H 5.913 5.260 -0.990
H 6.116 3.595 -0.804
H 7.503 4.645 -0.802
H 6.470 5.820 1.215
H 7.248 4.171 1.571
*
```

- E_LUMO (eV) = -0.17
- calculated total energy (eV) = -126806.8489

2.
The following is a DFT calculation (ωB97M-V/def2-TZVPD) of a cluster of 9 separate species, C51H83Cl2N3O26S3 in total in a non-equilibrium geometry.

Structure (ORCA input):
```
! RIJCOSX wB97M-V def2-TZVPD def2/J DEFGRID3
* xyz 0 1
C 4.478 -0.682 0.441
C 4.543 -0.870 -1.079
C 4.288 0.446 -1.837
C 3.328 0.295 -3.017
N 2.507 1.517 -3.187
C 1.146 1.218 -3.694
C 0.133 1.280 -2.546
C 0.058 2.650 -1.887
C -0.883 2.784 -0.682
C -0.635 1.779 0.467
C 0.890 1.615 0.671
C 1.703 2.913 0.890
C 1.736 3.460 2.306
Cl 2.658 5.007 2.334
C -1.362 0.386 0.165
Cl -0.269 -1.064 0.256
O -2.135 0.489 -1.004
C -2.361 -0.718 -1.725
C -3.443 -0.605 -2.825
C -4.402 -1.814 -2.833
C -4.294 0.682 -2.813
C -5.068 0.917 -1.504
C -3.539 1.940 -3.268
N -2.320 0.176 1.259
C -2.733 1.461 1.596
O -3.846 1.889 1.696
C -1.370 2.212 1.790
S -0.808 1.433 3.386
N -1.716 3.619 1.877
C -2.192 4.104 3.170
C -2.845 5.475 2.972
C 3.112 2.585 -3.821
S 2.337 4.002 -4.117
S 4.821 2.456 -4.417
C 5.873 3.335 -3.205
C 5.220 4.430 -2.360
C 5.179 5.805 -3.048
H 5.064 -1.423 0.967
H 3.448 -0.801 0.785
H 4.790 0.317 0.747
H 3.827 -1.641 -1.363
H 5.535 -1.245 -1.331
H 3.818 1.138 -1.137
H 5.241 0.857 -2.147
H 3.803 -0.039 -3.937
H 2.622 -0.485 -2.729
H 0.861 1.863 -4.516
H 1.124 0.192 -4.065
H 0.408 0.478 -1.862
H -0.831 1.006 -2.962
H 1.067 2.980 -1.662
H -0.304 3.336 -2.653
H -0.683 3.765 -0.254
H -1.926 2.822 -0.963
H 1.111 0.957 1.505
H 1.335 1.128 -0.190
H 2.739 2.670 0.646
H 1.426 3.726 0.224
H 0.769 3.689 2.730
H 2.252 2.786 2.985
H -2.678 -1.507 -1.035
H -1.436 -1.059 -2.189
H -2.937 -0.610 -3.790
H -4.538 -2.138 -3.865
H -3.997 -2.663 -2.285
H -5.387 -1.536 -2.468
H -5.054 0.528 -3.586
H -6.020 1.397 -1.728
H -4.527 1.615 -0.874
H -5.256 -0.003 -0.955
H -3.252 2.562 -2.427
H -4.132 2.537 -3.957
H -2.614 1.680 -3.781
H -3.057 -0.485 1.043
H 0.532 1.434 3.354
H -0.940 4.211 1.603
H -1.380 4.257 3.885
H -2.963 3.455 3.574
H -2.983 5.891 3.964
H -3.816 5.395 2.490
H -2.206 6.157 2.413
H 6.671 3.796 -3.781
H 6.343 2.622 -2.531
H 5.862 4.551 -1.485
H 4.240 4.154 -1.977
H 4.201 6.036 -3.459
H 5.931 5.887 -3.829
H 5.387 6.568 -2.299
O 5.325 -1.758 3.301
C 4.748 -2.766 3.567
O 4.127 -3.554 2.666
C 3.757 -4.775 3.325
C 3.688 -4.352 4.774
O 4.630 -3.269 4.816
H 2.811 -5.148 2.948
H 4.533 -5.520 3.140
H 2.703 -3.977 5.054
H 3.976 -5.138 5.467
O 9.993 1.596 6.103
C 8.951 1.135 5.766
O 7.864 1.864 5.413
C 6.890 0.973 4.855
C 7.278 -0.352 5.469
O 8.687 -0.191 5.681
H 5.885 1.290 5.118
H 6.990 0.973 3.768
H 6.796 -0.524 6.433
H 7.078 -1.193 4.816
O -2.686 -0.779 -6.285
C -3.568 -0.066 -6.652
O -3.395 1.175 -7.159
C -4.655 1.618 -7.687
C -5.641 0.783 -6.903
O -4.877 -0.395 -6.608
H -4.780 2.687 -7.535
H -4.681 1.405 -8.757
H -5.936 1.256 -5.965
H -6.532 0.534 -7.467
O -8.958 0.094 -6.420
C -8.722 -1.068 -6.503
O -9.476 -2.051 -5.962
C -9.000 -3.305 -6.464
C -7.571 -2.978 -6.843
O -7.652 -1.584 -7.155
H -9.076 -4.075 -5.701
H -9.607 -3.592 -7.324
H -6.874 -3.113 -6.015
H -7.216 -3.542 -7.702
O -3.346 6.924 6.410
C -3.877 5.884 6.618
O -4.401 5.081 5.657
C -4.735 3.828 6.261
C -4.911 4.206 7.716
O -4.041 5.333 7.846
H -5.635 3.416 5.813
H -3.908 3.132 6.105
H -5.931 4.520 7.946
H -4.618 3.416 8.402
O 1.850 -6.989 4.519
C 2.690 -7.827 4.655
O 3.468 -8.293 3.651
C 4.497 -9.105 4.235
C 3.873 -9.526 5.550
O 2.991 -8.425 5.820
H 4.734 -9.943 3.586
H 5.392 -8.493 4.368
H 3.287 -10.435 5.464
H 4.597 -9.646 6.348
O 2.490 -10.758 7.562
C 1.462 -10.385 8.035
O 0.450 -11.203 8.403
C -0.507 -10.425 9.131
C -0.235 -9.026 8.622
O 1.151 -9.094 8.275
H -1.517 -10.770 8.924
H -0.305 -10.530 10.198
H -0.809 -8.785 7.726
H -0.405 -8.257 9.370
O -2.545 5.154 -7.739
C -1.627 4.400 -7.756
O -0.807 4.209 -8.819
C 0.295 3.399 -8.393
C -0.286 2.679 -7.196
O -1.265 3.607 -6.722
H 0.606 2.727 -9.189
H 1.131 4.048 -8.126
H -0.790 1.750 -7.470
H 0.452 2.471 -6.428
*
```

- E_LUMO (eV) = 0.01
- SMILES = CCCCN(CCCC[C@]1(CCCCl)[C@](Cl)(OC[C@@H](C)C(C)C)NC(=O)[C@]1(S)NCC)C(=S)SCCC.O=C1OCCO1.O=C1OCCO1.O=C1OCCO1.O=C1OCCO1.O=C1OCCO1.O=C1OCCO1.O=C1OCCO1.O=C1OCCO1
- calculated total energy (eV) = -169489.2654
- ΔE to the lowest compared entry with this formula, charge and spin (eV) = 0.000